The molecule C4H8N2S in a non-equilibrium geometry, computed with the ωB97M-V functional and the def2-TZVPD basis.

Each line ends with the Löwdin charge.
Atoms and positions in Å:
1 C 2.13728 -0.99049 -0.16025  -0.07
2 C 1.08710 0.15786 -0.07991  -0.47
3 C -1.20311 0.78149 -0.36578  -0.31
4 C -2.44625 0.80202 0.00999  -0.04
5 H 2.32549 -1.26517 -1.29928  0.12
6 H 3.02123 -0.42951 0.19364  0.06
7 H 1.87904 -1.84495 0.53047  0.06
8 H 0.87526 1.97996 0.47441  0.03
9 H -1.10946 -1.93214 1.28547  -0.09
10 H -0.83437 1.62688 -0.88639  0.10
11 H -3.02064 1.76680 -0.19685  0.08
12 H -3.03757 0.09160 0.63894  0.06
13 N 1.56326 1.31781 0.17500  0.13
14 N -0.28023 -0.27990 -0.22481  -0.49
15 S -0.95702 -1.78226 -0.09464  0.82

Cartesian forces, eV/Å:
-0.044 0.877 -1.433
1.032 -2.216 0.394
0.786 -0.598 -0.038
-3.431 1.524 1.211
-0.551 0.072 2.510
-0.151 -0.857 -0.177
0.325 0.815 -1.146
-0.704 0.646 -0.245
0.147 0.308 -0.934
0.589 0.630 -0.455
0.854 -1.482 0.162
0.990 0.334 -0.890
-0.683 -1.252 -0.031
0.459 2.633 0.097
0.381 -1.433 0.977

**Energy relative to the best compared isomer or geometry (same formula, charge and spin)**: 2.600 eV
**SMILES string**: [H]/N=C(/C)N(S)C=C
**LUMO**: 0.62 eV
**HOMO**: -9.0 eV

A structure of composition C40H48BCrN7O2PS4, computed with the ωB97M-V functional and the def2-TZVPD basis.

Each line ends with the Löwdin charge.
Atoms and positions in Å:
1 Cr 0.61760 0.64104 -0.54136  0.26
2 C 5.68200 -0.98840 2.52131  -0.04
3 C 4.55618 -0.18600 1.85856  -0.53
4 C 4.77716 1.31590 2.04486  -0.02
5 C 4.56510 -0.52876 0.37593  -0.08
6 N 3.27851 -0.52546 2.56190  0.03
7 C 3.23976 -0.43008 3.94382  -0.05
8 C 2.00502 -0.77034 4.33614  -0.09
9 N 1.26591 -1.06128 3.21447  0.03
10 B -0.22025 -1.46141 3.42681  -0.56
11 N -1.21982 -0.30986 3.51008  0.04
12 C -2.55809 -0.60449 3.70216  -0.11
13 C -3.24499 0.54443 3.72466  -0.06
14 N -2.32915 1.57940 3.57613  0.00
15 C -1.06045 1.05029 3.51284  -0.68
16 S 0.39142 1.89776 3.56288  0.71
17 C -2.69495 3.01927 3.51756  -0.55
18 C -2.14327 3.63587 2.23055  -0.05
19 C -4.21788 3.14466 3.48330  -0.06
20 C -2.18215 3.74279 4.76322  -0.05
21 N -0.59748 -2.53515 2.32148  0.04
22 C 0.03246 -3.74514 2.43394  -0.04
23 C -0.13356 -4.41644 1.27869  -0.04
24 N -0.87345 -3.61415 0.43638  0.01
25 C -1.12410 -2.45235 1.09107  -0.53
26 S -2.23818 -1.20632 0.59127  1.08
27 C -1.10167 -4.06824 -0.97477  -0.52
28 C 0.28274 -4.26012 -1.60085  -0.03
29 C -1.87076 -5.38874 -0.91856  -0.03
30 C -1.88463 -3.08800 -1.83724  -0.07
31 C 2.04797 -0.89601 2.12430  -0.53
32 S 1.55103 -1.27033 0.49363  0.78
33 H 6.61405 -0.78184 1.99492  0.09
34 H 5.47878 -2.05818 2.45274  0.09
35 H 5.83147 -0.72899 3.56825  0.07
36 H 5.66894 1.62592 1.49854  0.09
37 H 4.91406 1.57278 3.09632  0.08
38 H 3.91535 1.86943 1.67227  0.05
39 H 5.55618 -0.26406 0.00023  0.09
40 H 3.82442 0.01678 -0.19866  0.02
41 H 4.40713 -1.59320 0.21071  0.07
42 H 4.08160 -0.10456 4.52280  0.12
43 H 1.56568 -0.79221 5.31607  0.13
44 H -0.24753 -2.09166 4.46058  0.12
45 H -2.91117 -1.61875 3.76681  0.12
46 H -4.30019 0.70552 3.82436  0.11
47 H -2.57492 3.13701 1.36011  0.07
48 H -1.06217 3.53495 2.17645  0.03
49 H -2.41269 4.69402 2.20099  0.09
50 H -4.64800 2.62264 2.62631  0.08
51 H -4.46487 4.20181 3.38880  0.09
52 H -4.68277 2.77615 4.39915  0.08
53 H -1.09817 3.69366 4.82004  0.03
54 H -2.60492 3.28800 5.66192  0.09
55 H -2.49439 4.78851 4.72636  0.08
56 H 0.55499 -4.01898 3.33309  0.13
57 H 0.21257 -5.39028 0.98987  0.12
58 H 0.87291 -5.01088 -1.07584  0.08
59 H 0.83800 -3.32053 -1.58124  0.07
60 H 0.16480 -4.59092 -2.63406  0.09
61 H -1.32703 -6.16500 -0.38101  0.08
62 H -2.04226 -5.74463 -1.93479  0.09
63 H -2.83840 -5.24483 -0.43634  0.10
64 H -1.39581 -2.11811 -1.88893  0.04
65 H -2.90327 -2.94258 -1.48779  0.08
66 H -1.91931 -3.51080 -2.84373  0.09
67 O -0.84331 1.14654 0.53989  -0.21
68 C -1.35763 0.22887 -0.23842  -0.73
69 C -2.36215 0.65825 -1.28151  -0.29
70 C -3.64412 1.10394 -0.96572  -0.04
71 C -4.52251 1.44047 -1.98235  -0.06
72 C -4.13422 1.33659 -3.31603  -0.08
73 C -2.85167 0.92369 -3.63590  -0.05
74 C -1.96862 0.59386 -2.61167  -0.29
75 P -0.20656 0.22014 -2.74956  1.08
76 C 0.06670 -0.38276 -4.44672  -0.34
77 C 0.09911 0.49392 -5.53097  -0.09
78 C 0.29010 0.01030 -6.81603  -0.07
79 C 0.45257 -1.35299 -7.02838  -0.08
80 C 0.43176 -2.23010 -5.95418  -0.08
81 C 0.24476 -1.74490 -4.66721  -0.08
82 C 0.58010 1.83456 -2.73912  -0.34
83 C 2.08180 1.71816 -2.95199  -0.38
84 C 2.64168 3.02787 -3.42537  -0.05
85 C 2.23644 4.09368 -2.73869  -0.12
86 C 1.29746 3.81621 -1.62376  -0.30
87 C 0.21129 2.89255 -1.97195  -0.10
88 H -3.94649 1.17472 0.07347  0.11
89 H -5.52114 1.78143 -1.73963  0.11
90 H -4.83211 1.59214 -4.10291  0.10
91 H -2.53812 0.86126 -4.67108  0.10
92 H -0.01875 1.55890 -5.36268  0.11
93 H 0.31507 0.69690 -7.65248  0.11
94 H 0.60434 -1.72957 -8.03171  0.10
95 H 0.57119 -3.29128 -6.11674  0.10
96 H 0.24717 -2.42523 -3.82443  0.08
97 H 2.35072 0.88942 -3.60407  0.13
98 H 3.32709 3.07381 -4.26079  0.11
99 H 2.59497 5.09758 -2.92399  0.11
100 H 1.02985 4.65889 -0.99584  0.12
101 H -0.77115 2.99299 -1.52741  0.12
102 O 1.70654 2.08552 0.60633  -0.57
103 S 2.51737 2.61217 -0.54897  0.96
104 N 2.44939 1.34094 -1.55189  -0.32

Cartesian forces, eV/Å:
-0.018 0.149 -0.213
-0.016 0.008 0.004
0.013 0.030 -0.009
-0.007 0.020 0.001
-0.006 -0.018 -0.013
-0.004 -0.008 0.023
0.024 -0.036 -0.001
-0.021 0.019 -0.008
0.015 -0.052 0.026
0.012 -0.029 -0.003
0.008 0.020 0.029
0.006 -0.014 -0.033
-0.006 0.015 0.018
-0.002 -0.009 -0.007
-0.001 0.010 -0.007
-0.035 0.045 0.026
-0.001 0.006 -0.009
-0.009 -0.005 -0.005
-0.007 -0.001 0.001
0.004 -0.010 -0.003
0.037 0.015 -0.012
-0.031 -0.026 0.016
0.034 0.014 -0.013
-0.026 0.005 0.018
-0.001 0.012 0.004
-0.032 -0.067 -0.018
0.000 -0.019 -0.003
0.010 0.000 -0.012
-0.007 0.005 0.001
-0.028 -0.020 0.011
-0.017 0.048 -0.047
0.010 -0.053 0.109
-0.004 0.002 0.000
0.001 0.000 0.002
0.001 -0.001 -0.003
0.006 0.000 -0.001
0.000 -0.002 0.004
0.038 -0.032 0.039
0.001 -0.002 0.005
0.020 0.008 0.008
-0.005 -0.019 -0.002
-0.002 -0.007 -0.001
0.004 -0.002 -0.001
-0.008 -0.001 0.002
0.001 0.000 -0.004
0.005 -0.003 0.004
0.005 0.009 0.008
0.002 -0.002 0.001
-0.002 -0.001 0.003
0.000 0.001 0.003
0.002 0.000 0.000
-0.001 0.003 -0.002
0.010 -0.003 -0.001
0.004 0.001 -0.003
0.003 -0.004 -0.001
-0.005 -0.005 -0.002
-0.004 0.004 0.007
-0.003 0.007 -0.013
0.001 -0.003 -0.006
0.000 0.008 0.000
0.004 0.000 0.003
-0.001 0.001 0.002
0.002 -0.001 0.001
0.019 0.033 0.026
-0.002 0.005 0.001
-0.002 -0.005 0.008
-0.090 -0.081 0.050
0.135 0.136 -0.007
-0.068 -0.022 0.016
0.006 0.005 0.005
-0.001 -0.002 0.003
-0.006 0.005 0.001
0.008 -0.023 -0.002
-0.017 0.019 -0.042
0.019 -0.066 0.026
-0.024 0.010 -0.024
-0.017 -0.001 0.009
0.007 -0.010 -0.005
-0.001 0.009 0.002
0.002 -0.006 0.013
0.000 0.000 0.002
0.059 -0.032 -0.016
-0.048 -0.019 0.043
0.001 -0.006 0.001
-0.001 0.022 -0.019
0.056 -0.050 0.042
-0.037 0.012 0.024
0.002 0.001 -0.003
0.001 -0.003 -0.001
0.003 0.002 0.001
0.000 0.002 0.003
0.003 0.000 0.002
0.002 -0.001 0.000
-0.001 0.001 0.000
0.000 0.003 -0.001
0.005 -0.002 -0.002
0.002 -0.001 -0.005
-0.003 -0.001 0.001
-0.003 -0.001 0.002
-0.005 0.000 0.001
0.005 0.015 -0.008
-0.004 -0.023 0.022
-0.057 0.024 -0.021
0.076 0.041 -0.070

**2S+1**: 2
**Energy relative to the best compared isomer or geometry (same formula, charge and spin)**: 0.287 eV
**LUMO (alpha / beta)**: 0.48 / 0.49 eV
**⟨S²⟩**: 0.86
**HOMO (alpha / beta)**: -6.3 / -6.3 eV